# 1
ORCA calculation (ωB97M-V/def2-TZVPD) on a structure of composition C21H29Cl7N4O2P2Pb.

Values from the calculation:
Total charge = +2
HOMO energy = -13.8 eV
Gap between HOMO and LUMO = 6.36 eV
Maximum force = 1.1 eV/Å
Energy = -5283.53465 Eh
Lowest unoccupied orbital energy = -7.45 eV

Structure (XYZ):
```
66
Properties=species:S:1:pos:R:3:nbo_charge:R:1
H 4.07 -0.04 -3.89 0.192
N 2.83 -2.42 -0.86 -0.603
C -0.27 -3.66 2.98 -0.180
Cl -1.41 -5.17 4.83 0.178
Cl -4.14 -4.34 3.66 0.175
H 6.07 -2.43 -2.74 0.224
H -2.18 -1.77 -2.55 0.259
H -0.25 3.79 -3.17 0.255
O 0.75 -2.33 1.33 -0.526
C -1.62 -2.36 1.24 0.515
C -0.87 1.72 -3.36 -0.708
H 2.28 4.08 -0.98 0.253
C 4.75 -0.23 -3.05 -0.204
C 4.75 0.96 -2.10 -0.426
N -0.60 1.55 2.11 -0.352
H -2.57 -0.62 -3.86 0.253
P 0.21 2.79 -1.01 0.846
C -1.45 3.39 -0.55 -0.939
C -2.81 -2.90 1.87 -0.195
H -2.20 2.63 -0.78 0.243
P -0.58 0.03 -2.64 0.842
H -0.09 -0.72 -4.90 0.254
H 3.34 1.79 -0.71 0.201
H 5.07 1.87 -2.61 0.238
C 3.34 1.12 -1.57 -0.214
H 3.01 -4.34 -1.70 0.197
Cl 1.25 -4.09 3.64 0.110
H 2.72 1.59 -2.35 0.170
C 4.95 -3.53 -1.26 -0.422
H 0.85 5.13 -1.09 0.255
Pb 0.56 0.14 -0.12 1.131
C -2.23 -0.72 -2.83 -0.932
C 0.40 -0.83 -3.93 -0.932
Cl -0.36 2.39 5.57 0.111
Cl -3.10 2.36 4.57 0.110
H 5.46 -3.03 -0.43 0.219
H 1.40 -0.41 -3.98 0.245
C 1.26 4.24 -0.63 -0.934
H 4.61 -3.20 -3.36 0.202
C -0.26 -2.78 1.84 0.455
H -2.94 -0.23 -2.16 0.255
H 5.45 0.76 -1.29 0.222
H -1.67 4.30 -1.10 0.252
C -0.97 2.09 3.05 0.310
C 5.04 -2.67 -2.51 -0.204
N 4.32 -1.40 -2.30 -0.412
Cl -4.32 -2.42 1.22 0.108
H -1.89 1.99 -3.09 0.245
Cl -1.31 4.55 3.86 0.098
N 2.71 -0.14 -1.16 -0.765
C 3.48 -3.72 -0.93 -0.213
O -1.63 -1.60 0.30 -0.518
H -0.82 1.64 -4.45 0.260
H 3.36 -4.22 0.03 0.225
H 1.09 2.66 -3.27 0.238
H 2.14 -2.30 -0.13 0.424
C -1.42 2.81 4.22 -0.229
C 0.09 2.80 -2.86 -0.709
C 3.30 -1.29 -1.44 0.654
C -1.43 -4.13 3.50 -0.024
H 0.47 -1.88 -3.67 0.255
C -2.73 -3.73 2.94 -0.030
H 5.44 -4.48 -1.44 0.247
H 5.74 -0.42 -3.46 0.231
H -1.48 3.59 0.52 0.256
H 1.28 4.37 0.45 0.257
```

# 2
ORCA calculation (ωB97M-V/def2-TZVPD) on an isolated molecule of C21H29FN4O.

Values from the calculation:
SMILES string = OCC[C@@H]1CN(Cc2cc(F)ccc2-n2cccn2)CCN1C1CCCC1
Total charge = 0
HOMO energy = -8.1 eV
Gap between HOMO and LUMO = 8.85 eV
Maximum force = 0.9 eV/Å
Energy = -1211.71232 Eh
Lowest unoccupied orbital energy = 0.73 eV

Structure (XYZ):
```
56
Properties=species:S:1:pos:R:3:nbo_charge:R:1
H 5.54 1.91 2.31 0.194
H 0.19 2.01 -0.68 0.222
H -4.30 -4.64 1.01 0.211
H -2.20 1.73 -0.96 0.245
N -3.59 -2.62 -1.29 -0.176
H -0.37 -0.83 2.33 0.166
H 1.94 2.31 -0.60 0.216
H 0.54 2.02 1.68 0.172
C -3.50 -3.76 -2.01 -0.043
H -4.37 -1.79 -3.63 0.221
H 2.13 -0.33 -0.73 0.185
H -4.07 0.47 -4.59 0.233
H -2.95 -0.12 1.11 0.221
C -3.77 -4.80 -1.16 -0.336
H 2.94 0.52 -2.50 0.458
N 1.76 0.35 1.17 -0.470
H -3.22 -3.76 -3.05 0.222
C 1.35 0.26 -0.22 -0.020
H -1.32 0.68 2.50 0.199
H 3.72 0.21 0.63 0.196
N -3.92 -2.88 -0.02 -0.265
H -2.20 -1.63 0.60 0.210
H 1.11 1.00 3.02 0.207
C 3.15 0.66 1.44 -0.024
F -2.96 2.45 -3.33 -0.323
C -4.04 -4.18 0.07 -0.047
C -2.26 -0.55 0.38 -0.249
H -3.79 -5.85 -1.39 0.230
C 4.56 2.21 2.68 -0.399
H 3.19 1.60 4.22 0.192
C 3.60 0.03 2.79 -0.416
C -0.54 0.18 1.91 -0.204
H 4.44 -0.64 2.61 0.207
C -3.87 -1.02 -3.05 -0.190
N -0.97 0.11 0.53 -0.456
H 0.26 -1.57 0.13 0.179
H 4.65 3.21 3.11 0.209
C 1.17 1.61 -0.94 -0.470
H 0.61 0.70 -2.83 0.152
C -2.81 -0.32 -1.00 0.007
H -0.30 -0.64 -1.29 0.205
O 2.58 1.30 -2.92 -0.716
H 4.80 0.88 4.40 0.210
C -3.42 -1.31 -1.77 0.120
C 4.04 1.19 3.68 -0.403
H 3.94 2.55 0.62 0.215
C 0.05 -0.56 -0.26 -0.237
H 0.94 2.44 -2.92 0.185
C 1.26 1.50 -2.46 -0.056
C -3.72 0.24 -3.60 -0.282
H 2.79 -0.56 3.22 0.217
C -3.12 1.21 -2.82 0.404
C -2.67 0.95 -1.54 -0.269
C 3.54 2.16 1.55 -0.436
C 0.76 0.98 1.99 -0.229
H 2.66 2.75 1.83 0.202
```

# 3
ORCA calculation (ωB97M-V/def2-TZVPD) on the ion C21H29N2O with charge +1.

Values from the calculation:
SMILES string = CN1CCC(=[N+]2CCOCC2)[C@H]([C@]2(c3ccccc3)C=CCC2)C1
Total charge = +1
HOMO energy = -11.0 eV
Gap between HOMO and LUMO = 7.11 eV
Maximum force = 4.9 eV/Å
Energy = -1001.98123 Eh
Lowest unoccupied orbital energy = -3.85 eV

Structure (XYZ):
```
53
Properties=species:S:1:pos:R:3:nbo_charge:R:1
H 2.38 1.09 2.26 0.217
H -1.87 1.40 3.10 0.223
H -0.67 2.85 1.10 0.196
N -1.45 -0.16 -1.61 -0.296
H -2.45 1.16 -3.02 0.232
C 2.50 -4.18 1.17 -0.205
H 4.39 -3.12 1.34 0.228
H -1.49 -0.81 1.64 0.213
C -1.79 -2.39 -2.75 -0.084
C 1.11 -4.06 1.24 -0.199
C 0.52 -2.80 1.47 -0.236
C -0.82 0.71 -0.82 0.578
H -0.77 4.07 -0.22 0.228
H 2.97 -5.14 0.98 0.229
H 2.06 1.44 -1.26 0.206
C 1.44 1.49 -0.33 -0.187
C -0.73 -0.10 1.98 -0.222
H 1.19 4.87 -0.64 0.213
O -2.46 -1.67 -3.80 -0.498
H -1.16 -3.11 -3.29 0.231
H -1.61 2.57 -1.76 0.264
C -2.70 0.31 -2.34 -0.262
H 1.75 0.03 3.52 0.247
H -3.47 0.67 -1.62 0.232
H 0.49 1.70 4.30 0.235
C 1.44 0.65 2.63 -0.389
H 2.15 1.42 0.49 0.198
C 3.30 -3.04 1.37 -0.212
C 1.54 3.89 -1.02 -0.398
H 2.63 3.82 -0.86 0.210
H -0.57 -2.73 1.53 0.207
H 0.48 -4.93 1.12 0.224
H 3.34 -0.92 1.76 0.209
C -0.51 3.02 0.00 -0.200
H -4.17 -1.24 -2.65 0.179
C 0.40 1.60 3.22 -0.463
C -0.91 0.96 2.80 -0.162
C -0.92 -1.50 -1.85 -0.262
H 0.83 -0.57 -0.42 0.284
H -2.52 -2.93 -2.11 0.179
C 1.31 -1.64 1.53 -0.041
H -2.39 2.03 -0.29 0.272
H 1.36 3.87 -2.12 0.171
C 0.41 0.33 0.03 -0.351
H -0.81 -2.01 -0.89 0.236
H 0.53 2.61 2.82 0.216
H 0.06 -1.41 -2.33 0.229
C -1.40 2.06 -0.79 -0.542
C 0.67 -0.18 1.45 -0.074
C -3.39 -0.73 -3.24 -0.082
C 2.71 -1.80 1.61 -0.160
N 0.88 2.81 -0.32 -0.488
H -3.83 -0.24 -4.12 0.227
```

# 4
ORCA calculation (ωB97M-V/def2-TZVPD) on the ion C21H29N2O with charge +1.

Values from the calculation:
SMILES string = CN1CC[NH+](CCCCOc2ccccc2-c2ccccc2)CC1
Total charge = +1
HOMO energy = -11.5 eV
Gap between HOMO and LUMO = 9.50 eV
Maximum force = 0.9 eV/Å
Energy = -1002.15058 Eh
Lowest unoccupied orbital energy = -1.96 eV

Structure (XYZ):
```
53
Properties=species:S:1:pos:R:3:nbo_charge:R:1
O 0.28 -1.55 -0.25 -0.590
N 1.17 2.80 1.20 -0.436
C -3.51 1.48 -0.62 -0.225
H -0.60 1.39 -1.30 0.255
N 1.37 0.81 -0.84 -0.409
H 1.02 -0.01 -0.30 0.488
H -4.01 2.37 -0.27 0.226
C -1.84 -1.55 0.86 -0.123
H 1.06 -3.45 -0.54 0.211
H 1.95 1.09 -2.85 0.231
H 1.93 0.91 1.83 0.174
C -0.54 -2.05 0.77 0.360
C -2.36 -0.59 -0.13 -0.069
H 3.10 2.24 1.71 0.235
C -0.02 2.23 0.60 -0.233
H 3.12 -2.78 -1.46 0.245
H 0.66 -0.09 -2.56 0.230
H -2.66 -0.12 -3.47 0.223
H 0.58 -2.58 -2.01 0.186
C 0.29 1.82 -0.83 -0.241
H -0.49 -4.05 3.48 0.229
H 1.83 3.85 2.86 0.213
H 2.83 -1.60 -0.20 0.205
H -3.12 0.76 1.36 0.216
C -2.16 -2.87 2.85 -0.205
C 0.91 3.39 2.50 -0.411
C 2.65 -0.85 -2.24 -0.422
H -1.79 -1.74 -1.84 0.215
H 0.96 -3.30 1.65 0.220
C -0.87 -3.35 2.75 -0.185
H -0.39 1.35 1.16 0.179
C 2.56 1.39 -0.19 -0.231
C -2.74 0.09 -2.41 -0.209
H 0.16 4.17 2.39 0.213
H -0.81 2.98 0.59 0.236
C 2.48 -1.95 -1.18 -0.437
C -2.63 -1.96 1.92 -0.167
H 2.88 2.27 -0.76 0.230
C 1.05 -2.47 -1.02 -0.069
H 0.56 2.66 3.24 0.175
H 3.66 -0.45 -2.17 0.223
C -3.01 0.57 0.30 -0.163
C 2.22 1.80 1.24 -0.239
H 3.37 0.66 -0.18 0.227
C -2.24 -0.82 -1.50 -0.212
H -3.64 -1.59 1.99 0.226
C 1.62 0.28 -2.20 -0.221
H 0.61 2.69 -1.40 0.226
H 2.56 -1.31 -3.23 0.239
H -2.80 -3.19 3.66 0.229
C -0.05 -2.94 1.72 -0.280
C -3.37 1.24 -1.98 -0.216
H -3.77 1.95 -2.69 0.228
```